{
  "formula": "C14H36N18O8S2",
  "method": "wB97M-V/def2-TZVPD",
  "symbols": ["S", "C", "C", "C", "C", "N", "S", "N", "C", "C", "H", "H", "H", "H", "N", "C", "N", "O", "H", "H", "H", "H", "N", "C", "N", "O", "H", "H", "H", "H", "N", "C", "N", "O", "H", "H", "H", "H", "N", "C", "N", "O", "H", "H", "H", "H", "N", "C", "N", "O", "H", "H", "H", "H", "N", "C", "N", "O", "H", "H", "H", "H", "N", "C", "N", "O", "H", "H", "H", "H", "N", "C", "N", "O", "H", "H", "H", "H"],
  "xyz": [[-0.49, 3.96, -1.72], [-0.38, 2.28, -0.87], [-0.72, 0.89, -1.69], [-0.58, -0.59, -0.94], [-0.10, -0.56, 0.63], [0.18, -1.70, 1.60], [0.70, -0.98, 3.14], [0.70, 0.77, 2.90], [0.23, 0.83, 1.45], [0.10, 2.29, 0.72], [0.87, 4.24, -2.06], [-1.05, 0.90, -2.81], [-0.78, -1.59, -1.52], [0.33, 3.30, 1.26], [-2.78, -4.23, -1.97], [-2.11, -3.74, -3.03], [-2.69, -3.99, -4.22], [-1.06, -3.13, -2.92], [-3.65, -4.74, -2.05], [-2.39, -4.07, -1.06], [-2.21, -3.64, -5.04], [-3.55, -4.49, -4.33], [1.28, -4.77, 1.46], [0.52, -5.60, 0.73], [0.75, -6.91, 0.96], [-0.31, -5.21, -0.08], [1.96, -5.07, 2.13], [1.14, -3.77, 1.32], [0.20, -7.57, 0.43], [1.43, -7.25, 1.62], [1.84, 6.15, 4.08], [1.34, 4.96, 3.72], [1.95, 3.90, 4.30], [0.40, 4.84, 2.95], [2.61, 6.27, 4.72], [1.41, 6.97, 3.67], [1.60, 2.98, 4.06], [2.71, 3.98, 4.94], [-7.78, -3.52, -3.94], [-6.51, -3.59, -4.37], [-6.13, -2.56, -5.15], [-5.76, -4.51, -4.08], [-8.41, -2.77, -4.18], [-8.11, -4.28, -3.35], [-5.18, -2.58, -5.50], [-6.73, -1.80, -5.40], [2.80, 7.81, -1.99], [2.95, 7.07, -0.88], [1.81, 6.53, -0.41], [4.03, 6.90, -0.34], [1.92, 7.96, -2.45], [3.64, 8.23, -2.38], [1.87, 5.96, 0.42], [0.91, 6.66, -0.85], [6.19, -4.10, 0.51], [5.21, -5.02, 0.66], [4.20, -4.91, -0.22], [5.24, -5.88, 1.53], [6.17, -3.39, -0.20], [6.97, -4.15, 1.15], [3.45, -5.58, -0.14], [4.16, -4.21, -0.94], [-3.86, -7.55, 3.48], [-2.59, -7.62, 3.05], [-2.21, -6.59, 2.27], [-1.84, -8.54, 3.34], [-4.49, -6.80, 3.25], [-4.19, -8.30, 4.07], [-1.26, -6.60, 1.92], [-2.81, -5.82, 2.02], [2.18, 9.84, 0.59], [2.07, 10.93, -0.19], [2.09, 12.10, 0.49], [1.97, 10.87, -1.40], [2.27, 9.87, 1.59], [2.17, 8.94, 0.13], [2.01, 12.94, -0.06], [2.18, 12.16, 1.49]],
  "homo_lumo_gap_ev": 6.75,
  "homo_energy_ev": -8.28,
  "charge": 0,
  "total_energy_ha": -2938.97723
}

{
  "formula": "C39H51BCl2N10O3RuS3",
  "method": "wB97M-V/def2-TZVPD",
  "symbols": ["Ru", "C", "C", "C", "C", "N", "C", "C", "N", "B", "N", "C", "C", "N", "C", "S", "C", "C", "C", "C", "N", "C", "C", "N", "C", "S", "C", "C", "C", "C", "C", "S", "H", "H", "H", "H", "H", "H", "H", "H", "H", "H", "H", "H", "H", "H", "H", "H", "H", "H", "H", "H", "H", "H", "H", "H", "H", "H", "H", "H", "H", "H", "H", "H", "H", "H", "C", "N", "C", "C", "O", "N", "C", "N", "H", "H", "H", "H", "H", "H", "H", "Cl", "C", "C", "C", "C", "C", "Cl", "C", "N", "C", "C", "C", "C", "C", "C", "C", "C", "O", "O", "H", "H", "H", "H", "H", "H", "H", "H", "H", "H"],
  "xyz": [[-0.42, 0.22, 0.12], [-4.70, 0.11, 4.55], [-4.93, -0.79, 3.34], [-6.06, -1.79, 3.60], [-5.32, 0.07, 2.15], [-3.67, -1.59, 3.14], [-3.27, -2.46, 4.15], [-2.14, -3.06, 3.74], [-1.82, -2.58, 2.49], [-0.51, -3.08, 1.84], [0.70, -2.49, 2.61], [1.76, -3.27, 2.99], [2.67, -2.47, 3.58], [2.17, -1.17, 3.54], [0.96, -1.21, 2.94], [-0.17, 0.07, 2.66], [3.03, -0.06, 4.10], [3.18, -0.32, 5.60], [2.45, 1.33, 3.88], [4.37, -0.13, 3.37], [-0.42, -2.89, 0.28], [-1.21, -3.74, -0.48], [-0.55, -4.03, -1.61], [0.66, -3.34, -1.59], [0.70, -2.61, -0.44], [1.79, -1.37, 0.02], [1.72, -3.69, -2.60], [2.96, -2.82, -2.50], [2.11, -5.15, -2.32], [1.15, -3.55, -4.01], [-2.76, -1.66, 2.13], [-2.75, -0.76, 0.65], [-5.59, 0.73, 4.72], [-3.85, 0.78, 4.37], [-4.51, -0.46, 5.46], [-7.00, -1.25, 3.74], [-5.89, -2.40, 4.48], [-6.18, -2.45, 2.74], [-6.26, 0.56, 2.39], [-5.46, -0.52, 1.25], [-4.58, 0.84, 1.94], [-3.81, -2.58, 5.07], [-1.53, -3.80, 4.23], [-0.45, -4.27, 2.03], [1.78, -4.33, 2.81], [3.62, -2.72, 4.00], [2.20, -0.32, 6.08], [3.78, 0.47, 6.05], [3.66, -1.28, 5.80], [1.52, 1.48, 4.42], [2.29, 1.53, 2.83], [3.18, 2.05, 4.27], [4.91, -1.06, 3.57], [5.00, 0.70, 3.70], [4.22, -0.04, 2.30], [-2.18, -4.06, -0.13], [-0.85, -4.66, -2.42], [3.49, -2.97, -1.56], [2.73, -1.76, -2.60], [3.63, -3.10, -3.32], [2.48, -5.25, -1.30], [2.90, -5.45, -3.01], [1.26, -5.82, -2.45], [0.96, -2.50, -4.24], [0.22, -4.10, -4.14], [1.87, -3.94, -4.72], [0.06, 0.38, -5.78], [0.40, 0.31, -4.37], [1.37, 1.17, -3.71], [1.02, 0.91, -2.25], [1.41, 1.50, -1.25], [0.10, -0.08, -2.19], [-0.34, -0.30, -3.44], [-1.39, -1.09, -3.69], [0.81, 0.97, -6.29], [-0.91, 0.86, -5.92], [0.05, -0.62, -6.23], [1.22, 2.22, -3.98], [2.40, 0.88, -3.92], [-2.02, -1.12, -2.90], [-1.84, -0.97, -4.58], [-1.35, 5.93, -4.06], [0.36, 5.63, -4.03], [1.13, 6.19, -5.03], [2.50, 6.00, -5.02], [3.07, 5.22, -4.04], [2.29, 4.63, -3.05], [3.13, 3.51, -2.02], [0.91, 4.85, -2.98], [-0.01, 4.31, -2.08], [0.07, 3.94, -0.75], [1.06, 4.41, 0.12], [1.19, 3.90, 1.40], [0.29, 2.96, 1.88], [-0.80, 2.62, 1.09], [-0.96, 3.14, -0.20], [-2.26, 2.89, -0.91], [-2.10, 1.78, -1.96], [-1.71, 2.07, -3.10], [-2.31, 0.60, -1.51], [0.66, 6.79, -5.79], [3.12, 6.44, -5.79], [4.14, 5.02, -4.04], [-0.85, 3.98, -2.55], [1.74, 5.18, -0.22], [1.99, 4.25, 2.04], [0.39, 2.57, 2.88], [-1.64, 2.09, 1.53], [-2.66, 3.78, -1.40], [-2.98, 2.52, -0.18]],
  "homo_lumo_gap_ev": [8.15, 5.67],
  "homo_energy_ev": [-9.58, -9.50],
  "spin_multiplicity": 6,
  "de_lowest_ev": 1.894,
  "s_squared": 8.767,
  "charge": 1,
  "total_energy_ha": -4524.67677
}

{
  "formula": "C4H6N2S2",
  "method": "wB97M-V/def2-TZVPD",
  "symbols": ["C", "N", "S", "H", "H", "H", "C", "C", "S", "C", "N", "H", "H", "H"],
  "xyz": [[-3.04, -0.16, -0.30], [-1.85, 0.37, -0.30], [-1.43, 1.92, 0.13], [-3.16, -1.03, -0.77], [-3.79, 0.28, 0.29], [-1.15, -0.28, -0.67], [1.42, 0.50, 0.88], [2.75, 0.67, 1.07], [3.62, 0.61, -0.44], [2.13, 0.25, -1.20], [1.08, 0.27, -0.43], [0.67, 0.45, 1.52], [3.22, 0.90, 2.05], [2.04, 0.24, -2.38]],
  "homo_lumo_gap_ev": [8.05, 8.05],
  "homo_energy_ev": [-7.79, -7.79],
  "de_lowest_ev": 2.750,
  "charge": 0,
  "total_energy_ha": -1061.81512
}

{
  "formula": "C30H31FN4O5SiV",
  "method": "wB97M-V/def2-TZVPD",
  "symbols": ["V", "C", "Si", "C", "C", "N", "C", "C", "C", "C", "C", "C", "F", "H", "H", "H", "H", "H", "H", "H", "H", "H", "H", "H", "H", "H", "C", "C", "C", "C", "C", "N", "C", "O", "N", "C", "C", "C", "C", "N", "C", "C", "C", "H", "H", "H", "H", "H", "H", "H", "H", "H", "H", "H", "H", "H", "O", "C", "O", "C", "C", "C", "C", "O", "C", "O", "C", "C", "H", "H", "H", "H", "H"],
  "xyz": [[0.81, 0.95, -1.04], [-1.83, -0.93, -0.16], [-0.68, -1.84, -1.32], [-0.20, -3.44, -0.48], [-1.49, -2.06, -2.98], [0.78, -0.83, -1.52], [1.89, -1.28, -2.27], [2.00, -2.50, -2.95], [3.16, -2.81, -3.65], [4.24, -1.93, -3.69], [4.16, -0.71, -3.03], [3.00, -0.45, -2.36], [2.85, 0.77, -1.68], [-2.81, -1.39, -0.26], [-1.96, 0.13, -0.35], [-1.52, -1.06, 0.88], [-1.09, -3.96, -0.12], [0.41, -3.20, 0.40], [0.36, -4.14, -1.09], [-2.47, -2.53, -2.87], [-0.92, -2.67, -3.68], [-1.64, -1.08, -3.44], [1.19, -3.20, -2.94], [3.22, -3.75, -4.17], [5.13, -2.18, -4.25], [4.96, 0.02, -3.04], [-0.35, -5.07, 2.12], [-0.34, -3.91, 3.07], [0.54, -3.86, 4.15], [0.56, -2.77, 5.01], [-0.32, -1.71, 4.82], [-0.27, -0.62, 5.73], [-0.64, 0.68, 5.45], [-1.14, 1.42, 6.27], [-0.48, 1.08, 4.12], [0.58, 0.79, 3.26], [1.81, 0.28, 3.67], [2.79, 0.05, 2.73], [2.54, 0.32, 1.40], [1.36, 0.80, 1.00], [0.40, 1.04, 1.91], [-1.23, -1.76, 3.77], [-1.23, -2.84, 2.91], [0.22, -5.91, 2.51], [0.09, -4.79, 1.16], [-1.37, -5.41, 1.92], [1.23, -4.68, 4.31], [1.26, -2.74, 5.83], [-0.28, -0.82, 6.71], [-1.04, 1.89, 3.90], [2.00, 0.10, 4.72], [3.76, -0.33, 3.02], [3.27, 0.13, 0.62], [-0.53, 1.43, 1.53], [-1.96, -0.97, 3.65], [-1.95, -2.87, 2.10], [0.16, 1.85, -2.72], [-0.54, 2.59, -1.97], [-0.71, 2.17, -0.77], [-1.06, 3.91, -2.39], [-0.49, 5.06, -1.87], [-0.94, 6.32, -2.27], [-1.97, 6.36, -3.16], [-2.58, 7.45, -3.70], [-3.64, 6.95, -4.53], [-3.54, 5.52, -4.54], [-2.55, 5.20, -3.67], [-2.12, 3.95, -3.31], [0.32, 4.99, -1.15], [-0.50, 7.23, -1.88], [-3.51, 7.33, -5.54], [-4.60, 7.25, -4.10], [-2.56, 3.06, -3.73]],
  "homo_lumo_gap_ev": [7.03, 7.54],
  "homo_energy_ev": [-10.62, -10.63],
  "spin_multiplicity": 3,
  "de_lowest_ev": 0.000,
  "s_squared": 2.034,
  "charge": 1,
  "total_energy_ha": -3090.33008
}

{
  "formula": "C10H11NO2",
  "method": "wB97M-V/def2-TZVPD",
  "symbols": ["C", "C", "C", "C", "C", "C", "C", "N", "C", "O", "O", "C", "C", "H", "H", "H", "H", "H", "H", "H", "H", "H", "H", "H"],
  "xyz": [[1.35, -2.92, -0.44], [0.94, -2.07, -1.72], [-0.44, -1.36, -1.62], [-0.39, -0.28, -0.58], [-1.07, -0.45, 0.63], [-1.23, 0.45, 1.67], [-0.78, 1.74, 1.44], [-0.68, 2.95, 2.13], [0.03, 3.91, 1.39], [0.39, 5.01, 1.62], [0.35, 3.30, 0.20], [-0.11, 2.02, 0.17], [0.09, 1.02, -0.78], [2.40, -3.25, -0.62], [1.24, -2.35, 0.57], [0.63, -3.74, -0.42], [1.71, -1.35, -1.88], [0.93, -2.80, -2.50], [-0.60, -0.89, -2.63], [-1.33, -2.05, -1.42], [-1.51, -1.44, 0.68], [-1.76, 0.22, 2.62], [-0.74, 3.11, 3.21], [0.58, 1.19, -1.71]],
  "homo_lumo_gap_ev": 9.10,
  "homo_energy_ev": -8.40,
  "de_lowest_ev": 0.792,
  "charge": 0,
  "total_energy_ha": -592.89516
}

{
  "formula": "C4H6N2O",
  "method": "wB97M-V/def2-TZVPD",
  "symbols": ["H", "N", "C", "C", "N", "O", "C", "C", "H", "H", "H", "H", "H"],
  "xyz": [[2.85, -1.20, 0.16], [1.84, -1.11, 0.09], [1.46, 0.08, 0.26], [2.38, 1.26, 0.61], [2.72, 1.59, -0.46], [0.23, 0.54, 0.11], [-0.78, -0.47, -0.04], [-2.11, 0.24, -0.15], [-0.55, -1.08, -0.92], [-0.73, -1.12, 0.85], [-2.13, 0.88, -1.04], [-2.91, -0.49, -0.22], [-2.29, 0.87, 0.73]],
  "homo_lumo_gap_ev": 10.46,
  "homo_energy_ev": -10.74,
  "de_lowest_ev": 3.105,
  "charge": 0,
  "total_energy_ha": -340.68081
}

{
  "formula": "CH9N2O",
  "method": "wB97M-V/def2-TZVPD",
  "symbols": ["O", "H", "H", "H", "N", "C", "N", "H", "H", "H", "H", "H", "H"],
  "xyz": [[-0.13, 2.29, 0.62], [0.60, 2.88, 0.86], [1.35, -0.93, -1.38], [-0.91, 2.84, 0.75], [0.46, -0.40, -1.29], [-0.42, -1.07, -0.17], [0.23, -1.17, 1.10], [0.76, 0.43, -0.79], [0.21, -0.13, -2.25], [-1.32, -0.45, -0.16], [-0.74, -2.03, -0.63], [-0.14, -1.91, 1.66], [0.05, -0.35, 1.67]],
  "homo_lumo_gap_ev": 11.54,
  "homo_energy_ev": -14.96,
  "de_lowest_ev": 0.591,
  "charge": 1,
  "total_energy_ha": -227.99380
}

{
  "formula": "C58H56GeN4O4P2Pt",
  "method": "wB97M-V/def2-TZVPD",
  "symbols": ["Pt", "C", "C", "P", "C", "C", "C", "C", "C", "C", "C", "C", "C", "C", "C", "C", "P", "C", "C", "C", "C", "C", "C", "C", "C", "C", "C", "C", "C", "H", "H", "H", "H", "H", "H", "H", "H", "H", "H", "H", "H", "H", "H", "H", "H", "H", "H", "H", "H", "H", "H", "H", "H", "C", "C", "N", "C", "N", "C", "C", "C", "N", "C", "H", "H", "H", "H", "H", "H", "H", "H", "H", "H", "H", "H", "H", "C", "C", "C", "C", "C", "C", "Ge", "C", "C", "C", "C", "C", "C", "C", "C", "C", "C", "C", "C", "H", "H", "H", "H", "H", "H", "H", "H", "H", "H", "H", "H", "H", "H", "H", "O", "C", "O", "C", "C", "C", "C", "C", "C", "N", "O", "O", "H", "H", "H", "H"],
  "xyz": [[-0.42, -0.14, 0.45], [-2.86, -0.71, 2.59], [-2.30, 0.62, 3.08], [-1.47, 1.51, 1.71], [-2.68, 2.54, 0.87], [-2.26, 3.73, 0.28], [-3.15, 4.52, -0.42], [-4.48, 4.13, -0.53], [-4.91, 2.95, 0.06], [-4.02, 2.15, 0.76], [-0.37, 2.71, 2.51], [0.96, 2.86, 2.13], [1.75, 3.82, 2.75], [1.23, 4.61, 3.76], [-0.10, 4.46, 4.14], [-0.90, 3.52, 3.52], [-1.71, -1.65, 1.50], [-0.79, -2.84, 2.51], [0.44, -3.29, 2.04], [1.16, -4.23, 2.76], [0.67, -4.70, 3.97], [-0.54, -4.25, 4.45], [-1.28, -3.32, 3.72], [-2.93, -2.64, 0.59], [-3.78, -1.98, -0.30], [-4.79, -2.68, -0.95], [-4.94, -4.04, -0.73], [-4.10, -4.71, 0.15], [-3.10, -4.01, 0.82], [-3.73, -0.54, 1.95], [-3.22, -1.33, 3.41], [-1.53, 0.47, 3.84], [-3.09, 1.24, 3.52], [-1.23, 4.05, 0.38], [-2.82, 5.44, -0.88], [-5.18, 4.75, -1.07], [-5.95, 2.65, -0.02], [-4.37, 1.23, 1.21], [1.37, 2.22, 1.37], [2.78, 3.94, 2.44], [1.85, 5.36, 4.24], [-0.51, 5.08, 4.93], [-1.94, 3.42, 3.81], [0.84, -2.90, 1.11], [2.11, -4.59, 2.37], [1.24, -5.43, 4.53], [-0.93, -4.62, 5.39], [-2.23, -3.00, 4.11], [-3.65, -0.93, -0.49], [-5.43, -2.16, -1.65], [-5.71, -4.59, -1.25], [-4.21, -5.77, 0.32], [-2.44, -4.53, 1.50], [5.44, -0.29, 0.34], [4.27, 0.19, -0.50], [3.05, -0.27, 0.13], [2.84, -0.24, 1.48], [1.61, -0.36, 1.91], [1.39, -0.32, 3.35], [2.57, -0.88, 4.13], [3.80, -0.09, 3.72], [3.94, -0.14, 2.28], [5.26, 0.22, 1.75], [6.39, 0.07, -0.07], [5.46, -1.38, 0.34], [4.31, -0.22, -1.51], [4.30, 1.28, -0.58], [2.20, -0.19, -0.40], [0.49, -0.89, 3.58], [1.21, 0.71, 3.67], [2.71, -1.93, 3.89], [2.40, -0.79, 5.20], [4.70, -0.52, 4.16], [3.72, 0.95, 4.07], [6.00, -0.22, 2.42], [5.40, 1.30, 1.78], [1.62, -5.18, -1.09], [2.36, -4.11, -1.58], [1.74, -2.89, -1.80], [0.39, -2.71, -1.53], [-0.33, -3.79, -1.03], [0.27, -5.02, -0.81], [-0.50, -0.98, -1.97], [-2.20, -1.33, -2.87], [-2.47, -2.60, -3.38], [-3.62, -2.84, -4.12], [-4.51, -1.80, -4.37], [-4.24, -0.53, -3.87], [-3.10, -0.30, -3.13], [0.73, -0.25, -3.34], [0.39, -0.61, -4.64], [1.21, -0.29, -5.72], [2.38, 0.41, -5.51], [2.74, 0.78, -4.22], [1.92, 0.45, -3.15], [2.10, -6.14, -0.93], [3.41, -4.23, -1.81], [2.33, -2.07, -2.21], [-1.39, -3.69, -0.81], [-0.31, -5.85, -0.44], [-1.78, -3.42, -3.20], [-3.81, -3.83, -4.51], [-5.40, -1.99, -4.96], [-4.93, 0.28, -4.07], [-2.90, 0.70, -2.76], [-0.53, -1.16, -4.83], [0.91, -0.58, -6.72], [3.02, 0.67, -6.35], [3.66, 1.32, -4.05], [2.24, 0.76, -2.17], [-1.15, 1.92, -1.92], [-0.06, 2.19, -1.43], [0.55, 1.46, -0.55], [0.70, 3.42, -1.84], [0.24, 4.18, -2.91], [0.94, 5.30, -3.32], [2.10, 5.68, -2.67], [2.53, 4.91, -1.61], [1.86, 3.78, -1.18], [3.78, 5.28, -0.90], [4.18, 4.52, -0.04], [4.32, 6.31, -1.22], [-0.67, 3.87, -3.41], [0.58, 5.88, -4.16], [2.66, 6.55, -2.96], [2.25, 3.20, -0.36]],
  "homo_lumo_gap_ev": [7.29, 6.24],
  "homo_energy_ev": [-9.76, -10.56],
  "spin_multiplicity": 2,
  "de_lowest_ev": 0.117,
  "s_squared": 0.762,
  "charge": 1,
  "total_energy_ha": -5642.54769
}